1.
DFT (ωB97M-V with the def2-TZVPD basis set) results for a structure of composition C13H11Cl2NO2Pb at a distorted geometry.

Computed properties:
HOMO (spin up / spin down)	-16.2255 / -16.2353	eV
calculated total energy	-1819.6044	hartree

Structure (ORCA input):
```
! RIJCOSX wB97M-V def2-TZVPD def2/J DEFGRID3
* xyz 2 1
Cl 0.12 2.72 -0.81
C -1.95 -0.74 -1.46
C -1.08 -1.90 -1.21
C 0.21 -1.66 -1.86
H -1.36 -2.79 -0.60
C 0.12 -0.37 -2.52
C -1.19 0.22 -2.28
H -1.49 1.26 -2.56
H -2.97 -0.58 -1.06
H 1.12 -2.33 -1.83
C 1.26 0.34 -3.25
Pb -0.03 0.12 -0.10
C 2.07 0.67 0.41
O 3.11 0.94 0.79
C -1.09 1.10 1.56
O -1.49 1.73 2.45
H 2.25 0.07 -2.82
H 1.13 1.43 -3.20
H 1.21 -0.01 -4.29
Cl 1.87 -0.68 5.43
C 1.25 -1.48 4.11
C 1.02 -2.85 4.11
C 0.51 -3.48 2.98
C 0.23 -2.73 1.83
N 0.48 -1.41 1.94
C 0.97 -0.73 2.98
H 1.24 -3.42 4.99
H 0.31 -4.52 2.90
H -0.15 -3.14 0.91
H 1.13 0.34 2.92
*
```

These are the Löwdin partial charges, in e, on atoms 1 to 4: atom 1 (Cl): 0.1457, atom 2 (C): -0.1307, atom 3 (C): -0.1413, atom 4 (C): -0.0849


2.
DFT (ωB97M-V with the def2-TZVPD basis set) results for an isolated molecule of C13H11Cl3F3N3 at a distorted geometry.

Computed properties:
HOMO	-9.4023	eV
calculated total energy	-2346.3784	hartree
relative energy (zero: lowest compared OMol25 entry of this formula, charge and spin)	0.0	kcal per mole
SMILES string	CCCc1nnn(-c2c(Cl)cc(C(F)(F)F)cc2Cl)c1CCl

Structure (ORCA input):
```
! RIJCOSX wB97M-V def2-TZVPD def2/J DEFGRID3
* xyz 0 1
F 5.94 0.18 0.47
F 6.03 2.25 1.06
F 5.50 0.71 2.63
Cl 1.72 0.90 -2.40
Cl 0.38 1.12 2.86
Cl -0.58 -1.90 -2.65
N -2.19 1.73 -0.30
N -1.00 1.96 0.17
C -0.93 -0.19 -0.58
C -2.13 0.37 -0.71
C 3.47 1.20 -0.42
C 2.93 1.12 1.88
C 2.15 0.99 -0.72
C 1.58 1.06 1.59
C 1.17 0.94 0.29
C 3.90 1.09 0.95
N -0.18 0.85 -0.08
C -0.52 -1.57 -0.92
C 5.38 1.05 1.29
C -3.87 -2.29 0.11
C -3.34 -0.15 -1.32
C -4.27 -0.87 -0.30
H 4.06 1.39 -1.26
H 3.31 1.01 2.88
H -1.18 -2.21 -0.34
H 0.59 -1.74 -0.60
H -3.08 -2.23 0.80
H -4.73 -2.74 0.42
H -3.56 -2.90 -0.67
H -3.85 0.77 -1.80
H -3.12 -0.82 -2.18
H -4.24 -0.18 0.54
H -5.32 -0.92 -0.70
*
```

These are the natural (NBO) partial charges, in e, on atoms 1 to 4: atom 1 (F): -0.3006, atom 2 (F): -0.3208, atom 3 (F): -0.3256, atom 4 (Cl): 0.0436